Record 1
A structure of composition C27H42N5O5OsS in a non-equilibrium geometry, computed with the ωB97M-V functional and the def2-TZVPD basis.

```
! RIJCOSX wB97M-V def2-TZVPD def2/J DEFGRID3
* xyz 3 1
H -2.0483 0.8705 -2.2366
H 1.1825 -1.0246 -3.1965
N -1.4141 3.6488 -0.3259
C 0.9889 1.0312 4.9482
H -4.8682 1.4402 2.8802
H -2.9187 3.4992 -2.6654
H 1.6312 -1.7063 -1.2094
H 2.8889 -1.4512 -3.3560
O 1.1747 -0.0602 1.4946
S 0.6757 2.6094 0.8709
C -0.5687 -3.4412 -2.3069
C 1.3976 -1.6642 5.3954
H 0.6606 1.5865 -2.8462
O 1.5880 -2.9019 5.8918
H 0.8426 2.0830 4.7487
H 2.2403 0.8471 -4.3350
H 4.7039 0.4535 -1.5783
H -1.3924 2.0506 2.4535
C -3.7832 1.4478 2.7988
H -0.2754 -5.6645 -3.6842
C -0.7402 -2.2432 -1.6482
H -1.4269 -1.7990 0.3375
H -0.3977 -3.2242 0.2152
C -3.3573 2.5225 1.8193
C -1.3280 0.1697 -1.8001
H -2.4073 5.3121 -1.0314
H 3.9842 1.9036 0.0483
H 1.9363 2.5039 -2.4882
C 2.1953 -0.7527 -2.8890
H -3.3830 1.6429 3.7947
C -3.4758 3.5674 -1.7296
H -3.2387 -0.6088 -4.9837
H -0.6639 3.8124 -0.9823
H 3.6312 0.7300 1.1000
N 2.2319 -0.9046 -1.3986
O 0.6283 1.9327 2.3916
Os 1.4767 0.8195 -0.4093
H -0.2273 -4.3059 -1.7507
C 1.6314 -2.7808 7.3194
H -0.0217 -4.7985 -5.2064
O -0.6599 0.5947 -0.8333
H 3.4879 0.9815 -3.1019
C -0.5451 -2.2126 -0.1549
C -1.1061 2.9173 0.7215
H 4.0815 -1.9596 -1.5201
H 1.3440 -1.9691 3.2798
H -4.3993 4.1058 -1.9388
C 1.2920 -1.2682 4.0999
C -0.6901 -4.9128 -4.3514
C -0.8875 -3.6009 -3.6628
N -1.8799 2.4790 1.6751
C 0.9899 0.5710 2.5367
H -3.6426 3.5099 2.1816
H -3.7380 2.5620 -1.3993
H -1.6635 -0.0124 -5.4528
N 1.5883 1.5515 -2.4242
H 0.8170 -3.3494 7.7628
C 1.3065 -0.7454 6.4584
H 1.0470 1.2955 7.0916
C 4.3973 0.0004 -0.6387
H -1.6407 -5.2819 -4.7394
H -3.2529 4.4764 0.2372
H 5.3005 -0.2253 -0.0727
H -1.7376 -2.6529 -5.3804
C -2.2950 -0.2308 -4.5900
H -3.7986 2.3596 0.8386
H 2.6099 -3.0843 7.6860
H -3.4620 0.4599 2.4680
C 1.1055 0.6096 6.2595
H 0.2939 -1.5958 0.1741
C 2.4570 0.6848 -3.2796
O 1.4371 -1.3811 7.6113
C -1.6580 -1.2987 -3.7364
H -2.5080 0.7093 -4.0908
C -2.6888 4.3213 -0.6761
C 3.5800 -1.2570 -0.8548
N 3.5546 0.9836 0.1143
C -1.2434 -1.1306 -2.3856
C 1.0840 0.1219 3.8801
C -1.4433 -2.5243 -4.3452
H 3.4130 -1.7550 0.1024
*
```

## Properties
strongest force on any atom	1.78	eV/A
E_LUMO	-8.39	eV
ΔE to the lowest compared entry with this formula, charge and spin	134.2	kJ/mol
total energy	-2192.03081	a.u.

Record 2
A structure of composition C31H24HgI2N7O5S, computed with the ωB97M-V functional and the def2-TZVPD basis.

```
! RIJCOSX wB97M-V def2-TZVPD def2/J DEFGRID3
* xyz -2 2
C 1.8665 -3.9881 -0.8654
I 0.2472 -7.2740 2.1992
N -0.6246 -0.4578 -2.4890
H 0.3838 4.2441 -3.4929
O -0.3670 2.5045 -2.3701
H 0.2696 1.3779 2.4466
H 1.9280 8.3105 -1.1576
H -1.0385 5.2097 1.0308
C 1.5917 7.4224 -1.6802
C 1.3056 -4.9114 0.0441
H 1.0043 -0.6496 -5.4096
H 1.8814 -1.9701 -1.5551
I -2.8958 -2.5908 4.1794
Hg -0.5058 -0.0680 -0.0687
C -4.7036 5.6676 -2.3640
H -4.4459 4.1788 -3.8865
C -0.7591 4.4904 -0.9990
O -0.3836 3.0250 2.1562
H -5.6932 5.9588 -2.6951
H 1.6206 -5.9447 0.0528
C -1.5502 -3.4018 2.7835
C -1.1362 -0.8363 -5.1751
H 2.6420 -4.2978 -1.5584
C 0.7047 6.5527 -1.0596
O -1.3746 -1.2693 1.7571
C -0.4588 2.9717 -1.2458
C -4.0025 4.6739 -3.0309
H 0.3689 6.7693 -0.0528
C -4.1302 6.2727 -1.2554
C 0.2612 5.4012 -1.7008
H 1.9731 5.7788 -4.6053
C 0.7208 5.1404 -2.9887
S 2.8231 0.5174 0.1066
C 0.3275 -4.4481 0.9743
C -0.0694 -3.0775 0.8962
H 4.4730 0.4595 3.1530
H 0.2658 -0.2349 2.9213
C -2.8721 5.8796 -0.8195
C -2.7404 4.2870 -2.5988
H 1.3625 -0.3046 -2.9750
O -4.1548 -0.7525 -2.3568
N 4.2793 0.9392 2.2850
C 3.0298 0.6769 1.7378
C 1.6145 6.0065 -3.6080
C -1.0307 -2.5127 1.8095
H -1.3380 -0.9912 -6.2294
C -2.1679 -0.8109 -4.2568
C 0.3673 -0.4657 -3.3739
H 2.3251 0.9698 3.5858
N -0.6205 4.5186 0.4380
C -0.4544 3.2383 0.9503
H -2.4485 6.3723 0.0484
H -2.2052 3.4967 -3.1096
C 1.4411 -2.6885 -0.8732
N 2.0818 0.5744 2.6896
N -0.3246 2.3281 -0.0646
C -1.8760 -0.6020 -2.9115
C -0.2724 -5.2358 1.9826
C -3.0416 -0.4546 -1.9079
H -1.6223 -5.3627 3.6510
C -1.1929 -4.7353 2.8838
O -2.7512 0.0006 -0.7673
N 0.7296 0.4725 2.3681
C -2.1637 4.8804 -1.4791
H -4.6665 7.0468 -0.7189
H -3.2057 -0.9370 -4.5310
C 0.1636 -0.6519 -4.7276
C 2.0545 7.1509 -2.9598
N 0.4708 -2.2189 -0.0444
H 5.0008 0.8104 1.5942
H 2.7581 7.8199 -3.4414
*
```

## Properties
strongest force on any atom	0.67	eV/A
E_LUMO (spin up / spin down)	3.93 / 3.92	eV
ΔE to the lowest compared entry with this formula, charge and spin	19.0	kJ/mol
total energy	-3102.34554	a.u.

Record 3
A structure of composition C20H29BeBr2ClLiN2O5S2 in a non-equilibrium geometry, computed with the ωB97M-V functional and the def2-TZVPD basis.

```
! RIJCOSX wB97M-V def2-TZVPD def2/J DEFGRID3
* xyz 1 1
C -2.8552 3.5799 -1.3474
O -3.1467 4.3795 -0.4925
H 4.0260 -3.0856 3.3878
H 5.7723 -0.4893 3.5850
H -0.5104 -2.1907 1.3436
C -4.6542 0.4196 -2.9934
H 6.6252 -1.8813 2.8517
C -3.6299 -2.7000 -3.0112
H -5.1666 1.3547 -3.1534
C 4.7608 -1.6958 1.1408
C -4.3821 0.2638 -1.5216
H 7.2509 -0.2362 2.6581
H 3.8848 -1.3765 3.9639
H -1.3131 -3.4695 -3.3644
O -5.2192 -2.5069 -1.3068
H -3.6199 -3.7661 -2.8753
H -2.5804 1.1839 -0.9349
H 5.2600 -2.6624 1.2570
H -2.1578 1.1376 3.1726
H 1.2508 1.7943 -2.3738
Br 2.9241 0.0117 5.3102
C -0.3843 0.9622 0.4256
Li 2.8914 2.0550 3.0753
H -1.3340 2.7209 -2.5737
C 6.3444 -0.8351 2.7217
N -1.3577 -0.5785 2.3008
C -0.6703 -1.1305 1.3674
O -3.6445 -0.9376 -1.1435
C 0.5713 -0.9250 -0.6722
H -1.7564 -1.1690 3.0169
C -3.6289 1.4678 -0.9335
C -4.2178 -2.0331 -1.7723
H -5.3353 -0.3415 -3.3480
H -4.2159 -2.3592 -3.8497
C 3.4503 -2.1593 3.2954
C -1.4667 3.6063 -1.9435
H -5.3196 0.2422 -0.9750
C 3.4092 -1.6784 1.8569
Be 3.6228 0.9846 -0.3543
Br 1.0920 5.7467 -0.5115
C 0.1152 1.7453 -0.6069
C -0.1495 -0.3833 0.3819
N 2.8213 -0.3183 1.8339
H 3.5439 0.3097 2.1947
C 1.0595 -0.1849 -1.5957
H -1.2870 2.5778 1.5088
C -1.5844 0.7289 2.3695
Cl -0.4489 0.1956 -3.7659
O -3.7553 2.6453 -1.7687
H -3.7204 0.4215 -3.5423
H 2.6944 -0.0127 0.8559
H 2.7432 -2.3521 1.3054
H 1.6199 -0.6202 -2.3974
O 5.6111 -0.6344 1.5103
C 0.8358 1.2059 -1.5870
S -1.8611 -2.2439 -3.2483
S -0.1889 3.4426 -0.6730
C -1.1116 1.5262 1.4556
H -1.2916 4.4611 -2.5772
H 0.7246 -1.9873 -0.7203
H -3.9663 1.6968 0.0702
H 2.4450 -2.3581 3.6549
H 4.5816 -1.5645 0.0629
*
```

## Properties
strongest force on any atom	4.13	eV/A
E_LUMO	-7.61	eV
total energy	-7691.54449	a.u.

Record 4
A cluster of 14 separate species, C45H60Cl2N15O4 in total in a non-equilibrium geometry, computed with the ωB97M-V functional and the def2-TZVPD basis.

```
! RIJCOSX wB97M-V def2-TZVPD def2/J DEFGRID3
* xyz 1 1
O 1.2657 -1.3532 -0.2866
O 3.3800 3.6248 -0.0301
Cl 0.2793 -4.5945 4.6971
H 0.9516 -1.9435 5.4584
C 3.8209 9.4048 -1.1562
C -0.4697 10.2963 -2.9650
C 0.6680 -1.5644 2.2026
H -0.4797 8.7276 -1.4891
C -4.0610 9.7741 -4.2445
C 1.0912 -0.6228 3.4749
H 4.0147 1.2096 0.7475
C -5.4569 -0.6042 -5.9787
N 4.5060 0.0897 -4.4261
C -4.7277 4.0231 -2.9462
H -5.1476 6.1207 -2.6956
N -1.8205 -9.3049 -1.0307
C -1.9265 3.2006 -0.4481
H 2.6026 -11.8348 4.8924
H 2.5572 3.7566 2.7209
C -1.8267 0.0416 3.8521
H -3.1337 5.3922 -0.2123
H -0.2001 -8.3481 3.7014
N -0.1541 -2.5279 -3.2432
H -5.1067 9.7494 -4.5632
H -2.9044 2.6072 -0.7873
H 3.6981 -2.2382 -2.2055
C -0.7887 5.6613 0.2996
H 2.3754 -2.2350 -3.3973
H 2.4105 -1.0127 -2.1032
H 1.9498 -13.1610 5.8850
C 2.8807 1.1527 0.3786
N -4.8239 2.8218 -2.5755
C -3.8395 8.7797 -3.1165
C 2.0679 0.3321 1.5409
N -0.8433 10.7842 -4.0661
H -6.3269 -1.1382 -4.0821
H -1.4136 3.8136 -8.0435
C 0.9303 -8.9117 -1.1400
H -0.8550 2.2361 -8.6513
C 2.3988 2.6998 0.1444
H -0.3146 0.3015 -4.9671
N -4.9485 -0.9124 -7.0907
C -1.0466 -0.6566 5.2370
H 1.5398 -13.0584 4.1554
C -2.1166 4.7995 -0.1320
N 3.0113 -0.5578 6.8427
N -0.4872 -10.9200 5.6790
H -0.1098 3.1305 4.5208
C 3.0263 -1.6019 -2.7882
H 0.9694 -8.8012 4.9651
N -2.6665 -14.8935 -1.6424
C 0.7124 -0.8758 5.0453
C -2.8238 -13.7198 -1.2091
H 1.0684 9.5958 -1.6296
Cl 4.4949 1.6925 3.5625
H -3.8162 10.7842 -3.9045
C 3.8351 -0.6773 -3.6835
H 5.6778 10.3020 -1.7780
H 1.3439 -8.8871 -0.1280
C 1.7331 -12.4761 5.0604
H 4.2247 11.0602 -2.4736
C -0.3379 -1.7030 -4.1790
C 4.2646 -0.6467 6.7361
H -1.1259 -2.8606 1.3410
N -3.6557 7.9548 -2.1806
H 0.9778 -7.1518 4.2944
C 2.6264 1.6547 3.8500
C -0.0194 9.7082 -1.6377
H -2.9891 -0.1907 3.7744
H 0.1605 4.3724 3.1261
H 0.5125 -3.7651 1.5893
N 2.6275 -9.0137 2.1001
C -0.7127 -3.5824 3.5035
O -1.5429 0.8257 5.2697
O -2.0224 -3.3723 3.8134
H 6.1888 -1.2622 7.4829
C -0.4694 2.3875 -0.3747
C 1.8098 -8.6486 2.9878
H 1.6077 5.5274 0.6595
H 1.1474 -0.0821 5.7953
H 2.3125 3.7874 4.5892
C -0.5594 -0.7086 -5.3071
C 0.6483 4.8767 0.3765
C -0.5732 -9.1266 -1.0802
N -2.5331 1.5740 -5.8678
H -1.6051 -0.7333 -5.6258
H 1.1519 -7.9641 -1.6384
H -3.4232 9.5205 -5.0956
C -1.8174 2.1582 -6.7261
H -6.9760 0.3591 -4.7939
C 2.0312 3.1629 3.6112
H -3.5600 5.7697 -3.4210
H -3.9770 -11.9103 -1.0208
C 0.8240 -8.2083 4.0579
H 0.0783 -0.9622 -6.1582
H 4.7833 9.4827 -3.0814
C 4.6837 10.1089 -2.1907
H 2.5186 1.4376 5.0188
H 0.4948 -1.9753 -0.4360
H -5.0418 5.5889 -4.3914
H -0.3152 10.3684 -0.8179
C 0.5196 -11.6256 5.3985
H -1.6741 -1.5365 5.8747
H 6.2151 0.2448 6.5351
H 6.0338 -1.3226 5.7103
C -6.0697 -0.2326 -4.6383
C -0.9546 2.8623 -7.7606
H 0.0395 3.0554 -7.3479
C -4.6116 5.4713 -3.3931
H -5.3572 0.3547 -4.0525
C -3.0134 -12.3050 -0.6868
H -2.9881 -12.3046 0.4063
H -0.0352 2.5645 2.6299
C 5.7754 -0.7538 6.6077
N 1.9719 0.5647 3.0322
N 3.1052 8.8206 -0.2979
C 0.4001 3.2544 3.4690
H -0.8420 6.8191 0.5148
C -0.1984 -2.9475 2.0850
N 1.3226 -0.8953 0.9760
H -1.2605 0.8750 3.2576
H -2.2148 -11.6591 -1.0618
H 1.4015 -9.7261 -1.6974
H -0.3809 1.2475 -0.6439
C 0.8589 3.2505 0.0471
H 2.9148 0.6330 -0.6700
*
```

## Properties
strongest force on any atom	10.32	eV/A
E_LUMO	-3.65	eV
ΔE to the lowest compared entry with this formula, charge and spin	2837.7	kJ/mol
total energy	-3791.87995	a.u.